(1)
One molecule with the formula C9H7ClO6S. Source: the OMol25 dataset; level of theory: the ωB97M-V functional and the def2-TZVPD basis.

The geometry in ORCA input format:
```
! RIJCOSX wB97M-V def2-TZVPD def2/J DEFGRID3
* xyz 0 1
O 0.65 3.46 0.92
C -0.17 2.66 0.58
O -1.45 3.03 0.28
C 0.11 1.24 0.52
C 1.06 0.66 1.40
C 1.33 -0.70 1.33
S 2.76 -1.26 2.30
O 2.71 -2.72 2.44
O 2.75 -0.65 3.65
Cl 4.38 -0.64 1.11
C 0.60 -1.56 0.50
C -0.30 -1.03 -0.40
C -0.54 0.37 -0.45
O -1.39 0.87 -1.38
C -1.70 -0.01 -2.47
C -2.08 -1.40 -1.92
O -0.96 -1.94 -1.18
H -1.50 3.98 0.43
H 1.66 1.30 2.03
H 0.74 -2.63 0.52
H -2.52 0.38 -3.09
H -0.82 -0.12 -3.13
H -2.36 -2.04 -2.71
H -2.96 -1.24 -1.28
*
```

- LUMO level: -0.70 eV
- HOMO energy: -9.417 eV
- SMILES string: O=C(O)c1cc(S(=O)(=O)Cl)cc2c1OCCO2

Löwdin atomic charge list, values in e, 6 entries:
1 O 0.127
2 C -0.470
3 O 0.121
4 C -0.022
5 C 0.005
6 C -0.310

***

(2)
One molecule with the formula C3H7Cl2NO2Si. Source: the OMol25 dataset; level of theory: the ωB97M-V functional and the def2-TZVPD basis.

The geometry in ORCA input format:
```
! RIJCOSX wB97M-V def2-TZVPD def2/J DEFGRID3
* xyz 0 1
C -1.86 -1.39 -1.75
O -0.64 -1.79 -1.10
N 0.31 -0.77 -0.68
O 0.04 0.36 -1.02
C 1.43 -1.03 0.02
Si 2.58 0.27 0.56
C 1.67 1.43 1.96
Cl 3.12 1.63 -0.83
Cl 4.26 -0.35 1.42
H -2.72 -1.95 -1.31
H -2.00 -0.33 -1.36
H -1.78 -1.45 -2.75
H 1.46 -2.05 0.44
H 0.72 1.81 1.45
H 1.54 1.01 2.95
H 2.20 2.34 2.20
*
```

- LUMO level: 0.07 eV
- HOMO energy: -9.466 eV
- SMILES string: CO/[N+]([O-])=C/[Si](C)(Cl)Cl

Löwdin atomic charge list, values in e, 6 entries:
1 C -0.034
2 O -0.086
3 N -0.293
4 O -0.019
5 C -0.158
6 Si -0.308

***

(3)
C45H42N13O4PS2V as an isolated structure. Source: the OMol25 dataset; level of theory: the ωB97M-V functional and the def2-TZVPD basis.

The geometry in ORCA input format:
```
! RIJCOSX wB97M-V def2-TZVPD def2/J DEFGRID3
* xyz 1 3
V -0.49 -0.45 1.63
C 2.45 1.79 4.06
C 1.63 0.76 3.62
N 0.58 1.00 2.85
C 0.35 2.27 2.49
C 1.20 3.28 2.92
N 2.24 3.05 3.70
C -0.89 2.49 1.71
C -1.43 3.71 1.38
C -2.66 3.75 0.73
C -3.35 2.56 0.52
C -2.75 1.36 0.90
N -1.54 1.35 1.44
C -3.39 0.04 0.91
C -4.75 -0.17 0.74
N -5.33 -1.33 0.99
C -4.52 -2.33 1.32
C -3.15 -2.16 1.45
N -2.59 -0.97 1.30
C -3.25 5.04 0.30
C -3.14 6.18 1.09
C -3.72 7.35 0.63
N -4.36 7.46 -0.53
C -4.45 6.36 -1.28
C -3.92 5.13 -0.91
H 3.30 1.59 4.70
H 1.84 -0.27 3.88
H 1.03 4.31 2.61
H -0.89 4.63 1.58
H -4.33 2.56 0.08
H -5.40 0.65 0.44
H -4.96 -3.30 1.48
H -2.50 -2.99 1.68
H -2.65 6.16 2.05
H -3.66 8.26 1.23
H -4.97 6.47 -2.22
H -4.01 4.29 -1.58
N -1.88 -2.08 5.44
C -2.00 -1.08 4.57
N -1.09 -1.23 3.63
C -0.42 -2.37 4.00
N -0.88 -2.91 5.10
C 0.71 -2.82 3.20
C 1.47 -3.93 3.50
N 2.52 -4.27 2.76
C 2.79 -3.50 1.72
C 2.02 -2.39 1.39
N 0.98 -2.04 2.14
H -2.43 -2.26 6.27
H -2.74 -0.30 4.64
H 1.23 -4.55 4.36
H 3.64 -3.76 1.11
H 2.25 -1.79 0.53
O -1.09 0.83 -1.31
C 0.10 0.77 -1.09
N 1.11 1.09 -1.95
C 2.38 1.26 -1.26
C 1.99 0.66 0.11
O 2.78 0.45 1.03
N 0.67 0.38 0.13
C 2.74 2.74 -1.12
C 3.19 3.29 0.07
C 3.51 4.65 0.14
C 3.39 5.46 -0.98
C 2.96 4.90 -2.18
C 2.65 3.55 -2.25
C 3.51 0.47 -1.92
C 3.38 0.01 -3.22
C 4.43 -0.66 -3.83
C 5.61 -0.88 -3.15
C 5.75 -0.41 -1.85
C 4.71 0.27 -1.24
H 0.86 1.63 -2.77
H 3.32 2.67 0.94
H 3.87 5.06 1.07
H 3.64 6.51 -0.93
H 2.88 5.52 -3.07
H 2.34 3.14 -3.20
H 2.45 0.14 -3.76
H 4.31 -1.02 -4.85
H 6.43 -1.40 -3.63
H 6.67 -0.57 -1.31
H 4.82 0.64 -0.23
C 1.16 -3.06 -3.25
C -0.27 -2.95 -3.72
C -0.67 -1.53 -4.07
O -1.16 -3.59 -2.76
P -1.94 -2.97 -1.51
S -3.34 -1.71 -1.92
S -0.45 -2.36 -0.23
O -2.58 -4.30 -0.90
C -2.06 -5.65 -0.82
C -2.39 -6.39 -2.10
C -0.58 -5.73 -0.46
H 1.83 -2.76 -4.06
H 1.41 -4.09 -2.98
H 1.35 -2.42 -2.39
H -0.40 -3.58 -4.61
H -0.58 -0.87 -3.21
H -1.71 -1.49 -4.41
H -0.02 -1.18 -4.87
H -2.64 -6.08 0.00
H -1.82 -5.99 -2.94
H -3.45 -6.29 -2.33
H -2.16 -7.45 -1.99
H 0.04 -5.28 -1.24
H -0.32 -6.78 -0.37
H -0.37 -5.23 0.48
*
```

- LUMO level (spin up / spin down): -3.76 / -3.99 eV
- <S²>: 2.029
- HOMO energy (spin up / spin down): -9.830 / -9.843 eV

Löwdin atomic charge list, values in e, 6 entries:
1 V 0.835
2 C -0.073
3 C -0.070
4 N 0.048
5 C -0.163
6 C -0.045

***

(4)
C24H32Cl2N5OOs as an isolated structure. Source: the OMol25 dataset; level of theory: the ωB97M-V functional and the def2-TZVPD basis.

The geometry in ORCA input format:
```
! RIJCOSX wB97M-V def2-TZVPD def2/J DEFGRID3
* xyz 3 1
Os 0.24 0.29 0.05
Cl 3.96 -0.88 -2.94
C 4.09 -0.58 -1.27
C 5.34 -0.66 -0.63
C 5.46 -0.42 0.71
Cl 6.99 -0.51 1.45
C 4.32 -0.08 1.50
C 4.33 0.20 2.86
C 3.15 0.53 3.50
C 1.97 0.57 2.78
N 1.90 0.32 1.46
C 3.07 -0.02 0.84
C 2.96 -0.28 -0.53
O 1.72 -0.22 -1.05
H 6.22 -0.91 -1.22
H 5.26 0.16 3.41
H 3.14 0.77 4.56
H 1.05 0.85 3.28
N -3.60 -0.95 -0.28
C -3.76 -0.78 1.21
C -3.53 0.67 1.68
C -2.19 1.05 2.31
N -1.09 1.47 1.36
C -1.68 -0.05 3.22
C -1.54 -1.36 2.47
N -0.47 -1.29 1.40
C -2.91 -1.81 1.96
H -4.23 -0.32 -0.79
H -3.84 -1.90 -0.57
H -2.64 -0.79 -0.63
H -4.81 -1.02 1.36
H -4.25 0.82 2.49
H -3.84 1.38 0.91
H -2.39 1.93 2.92
H -0.40 1.93 1.96
H -1.47 2.25 0.83
H -2.38 -0.19 4.04
H -0.74 0.23 3.69
H -1.21 -2.14 3.15
H -0.64 -2.08 0.78
H 0.40 -1.53 1.88
H -3.47 -2.07 2.86
H -2.85 -2.75 1.40
C 0.82 1.83 -2.55
N -0.30 1.73 -1.55
C -0.56 3.14 -1.14
C -1.50 1.26 -2.31
C -1.45 -0.24 -2.40
C -2.08 -0.95 -3.41
C -2.02 -2.34 -3.42
C -1.27 -3.00 -2.45
C -0.63 -2.28 -1.45
C -0.75 -0.89 -1.38
H 0.55 2.59 -3.29
H 0.96 0.87 -3.04
H 1.74 2.13 -2.05
H -0.67 3.76 -2.03
H 0.27 3.52 -0.55
H -1.51 3.23 -0.61
H -1.49 1.73 -3.30
H -2.39 1.62 -1.80
H -2.61 -0.43 -4.20
H -2.50 -2.90 -4.21
H -1.16 -4.07 -2.49
H 0.02 -2.83 -0.78
*
```

- LUMO level (spin up / spin down): -10.71 / -10.69 eV
- HOMO energy (spin up / spin down): -16.507 / -16.511 eV

Löwdin atomic charge list, values in e, 6 entries:
1 Os 1.540
2 Cl 0.856
3 C -0.546
4 C -0.067
5 C -0.564
6 Cl 0.851

***

E for the records above, in order: -45087.831, -41730.848, -131557.211, -62392.370 eV